Density functional theory data (ωB97M-V with the def2-TZVPD basis set) for a molecular structure, C3H3KLiO2.

The total energy comes out at -23781.6249 eV. Its net charge is 0. The expectation value of S² is 0.752. The spin multiplicity is 2. The value obtained for the HOMO energy (spin up / spin down) is -4.8 / -7.2 eV.

Last column: Löwdin charge in e.
Atoms and positions in Å:
K  -1.3493  -0.0203  -0.9442  0.9642
O  -0.3439  -1.6347  -0.4244  -0.5911
O  0.1548  0.7759  1.1951  -0.4651
C  0.7209  1.9635  1.3117  -0.4510
C  0.7533  -1.3955  0.1118  -0.2211
C  0.7911  2.7022  2.4359  -0.0556
Li  0.1299  -0.7692  2.1873  0.6636
H  0.3860  2.3384  3.3842  0.0319
H  1.1695  3.7232  2.3895  0.0263
H  1.1153  2.3775  0.3690  0.0979



Density functional theory data (ωB97M-V with the def2-TZVPD basis set) for C5H5NO in the gas phase.

The total energy comes out at -8802.3669 eV. Its net charge is 0. The value obtained for the HOMO energy is -8.9 eV. The SMILES is C=Cc1cocn1.

Last column: natural (NBO) charge in e.
Atoms and positions in Å:
O  -1.1158  -1.4585  1.4119  -0.4089
N  -1.2059  0.7043  0.8987  -0.4429
C  1.5397  0.5420  -1.6138  -0.3756
C  -1.7020  -0.2428  1.6023  0.3254
C  -0.1422  -1.2079  0.4807  0.0703
C  0.5793  0.9418  -0.7598  -0.2080
C  -0.1944  0.1032  0.1534  0.0059
H  2.0494  1.3170  -2.2058  0.2033
H  0.3889  2.0578  -0.6560  0.2278
H  1.8881  -0.4868  -1.7756  0.1949
H  0.4576  -2.0307  0.1657  0.2107
H  -2.5425  -0.2394  2.2984  0.1972



Density functional theory data (ωB97M-V with the def2-TZVPD basis set) for 2 unconnected molecules or ions with the total composition C4H13N2.

The total energy comes out at -7334.5307 eV. Its net charge is 0. The expectation value of S² is 0.751. The spin multiplicity is 2. The value obtained for the HOMO energy (spin up / spin down) is -3.3 / -9.9 eV.

Last column: natural (NBO) charge in e.
Atoms and positions in Å:
N  -2.2048  2.1947  0.0137  -0.8338
N  0.8686  0.2940  1.1814  -1.0785
C  -1.3316  1.0635  0.2844  -0.2435
C  1.6279  -2.3544  -1.5655  -0.3834
C  0.5694  -2.5446  -0.7128  -0.4480
C  0.0709  1.4849  0.6795  -0.3164
H  -1.8459  2.7864  -0.7780  0.3538
H  0.4257  -0.1584  1.9351  0.3265
H  0.6549  -3.1685  0.1721  0.2114
H  0.0874  2.1694  1.5519  0.2235
H  1.7647  0.6689  1.4981  0.2512
H  -0.4041  -2.1634  -1.0353  0.1959
H  -1.2686  0.3562  -0.5776  0.1633
H  1.0466  -0.4159  0.4568  0.3953
H  0.6825  1.9184  -0.1595  0.2127
H  -1.7983  0.4846  1.0748  0.2003
H  -3.1336  1.9012  -0.2562  0.3667
H  1.5486  -1.8128  -2.5234  0.2016
H  2.6396  -2.7040  -1.2393  0.2012



Density functional theory data (ωB97M-V with the def2-TZVPD basis set) for C3H10N6 in the gas phase.

The total energy comes out at -12210.7660 eV. Its net charge is 0. The value obtained for the HOMO energy is -7.6 eV. The SMILES is [H]/N=C(N)/C(N)=C(\N)NN.

Last column: natural (NBO) charge in e.
Atoms and positions in Å:
N  -0.9309  1.3187  -0.7844  -0.4354
N  -0.6570  2.7036  -0.8087  -0.6452
N  1.5379  -0.6154  1.4893  -0.8199
N  -1.3296  -1.4025  -0.9262  -0.8850
N  1.4244  -1.8327  -0.5335  -0.8494
N  -0.4731  1.1308  1.5257  -0.7744
C  -0.7795  -0.8737  0.2400  -0.1546
C  -0.6002  0.5134  0.3041  0.4263
C  0.9201  -0.9865  0.4348  0.4243
H  -0.7294  0.8723  -1.6693  0.3722
H  2.2585  -2.3456  -0.2867  0.3751
H  -1.8439  -2.2633  -0.8009  0.3907
H  2.4373  -1.0766  1.6202  0.3374
H  -0.1534  0.4529  2.2167  0.4335
H  -1.2708  3.1671  -0.1463  0.3599
H  0.7531  -2.4057  -1.0244  0.3916
H  0.1406  1.9337  1.5556  0.3669
H  0.3078  2.8997  -0.5407  0.3358
H  -1.0121  -1.1902  -1.8654  0.3503



Which relative energy (zero: lowest compared OMol25 entry of this formula, charge and spin) belongs to each record? In order, 0.0, 24.3, 63.4, 32.3 kcal per mole.
Which F_max belongs to each record? In order, 0.12388, 0.03207, 0.05551, 0.06786 hartree/bohr.